102
Properties=species:S:1:pos:R:3:forces:R:3:mulliken_charge:R:1 method="wB97M-V/def2-TZVPD" smiles="[H]/N=C(/C)C[C@@]1(N=C=O)NC(=O)[C@](CCCCNC(C)=O)(C(F)(F)C(F)(F)F)[C@@H]1S(=O)(=O)F.O=C1OC[C@@H](F)O1.O=C1OC[C@@H](F)O1.O=C1OC[C@@H](F)O1.O=C1OC[C@@H](F)O1.O=C1OC[C@@H](F)O1" e_tot_ev=-120349.9282 lumo_energy_ev=0.0
C 0.257 -1.577 0.334 -0.4390 0.7251 -0.9495 -0.2424
C -0.995 -1.167 -0.567 1.6808 -0.4706 0.5120 0.2950
N -0.874 -1.429 -1.821 -1.3496 0.9353 1.4781 -0.8130
C -2.161 -0.465 0.193 0.6531 -0.6520 -0.3615 -1.2028
C -3.537 -0.249 -0.547 -1.8136 1.9667 2.4377 2.0664
N -4.375 -1.483 -0.634 0.0180 0.4362 0.9407 -0.8437
C -4.990 -1.664 0.444 0.9150 -0.6842 -0.9677 0.4380
O -5.485 -1.971 1.446 -0.0417 0.2119 -0.8158 -0.4148
N -4.313 0.572 0.476 1.2486 2.7458 0.1254 -0.4814
C -4.576 1.948 0.128 -1.2539 -0.9665 -1.0370 -0.3829
O -5.135 2.724 0.861 0.9877 -0.5185 -0.8536 -0.5677
C -4.056 2.216 -1.376 0.4761 0.0768 1.3893 0.7225
C -2.721 3.059 -1.032 0.7628 -0.6373 -0.0146 -0.4892
C -1.880 3.476 -2.304 1.0057 0.1092 -0.4924 -0.6730
C -0.336 3.033 -2.210 -0.6028 0.2632 0.4240 -0.3542
C 0.337 3.393 -0.824 -0.5529 -1.0724 0.9998 -0.5213
N 1.826 3.231 -0.789 -0.2325 -0.2981 -1.4336 -0.3235
C 2.306 2.215 -1.696 1.3395 -0.7190 -0.5696 0.5315
C 3.099 2.711 -2.991 -0.3870 0.8042 1.4755 -0.9263
O 2.171 1.018 -1.502 -0.4935 1.6384 0.0099 -0.4941
C -5.001 3.087 -2.273 0.2965 1.4379 -0.0188 0.9840
F -4.761 4.434 -1.903 -0.4842 -1.8984 -0.5337 -0.3565
F -4.718 3.054 -3.637 -0.2582 -0.4327 2.1342 -0.2812
C -6.563 2.888 -2.074 -2.4223 0.8111 -0.5072 0.5040
F -7.093 3.785 -1.156 1.2319 -1.6834 -1.3578 -0.2490
F -6.956 1.633 -1.702 1.0072 1.7340 -0.4503 -0.1956
F -7.189 3.197 -3.280 1.0186 -0.6718 1.8389 -0.2686
C -3.569 0.776 -1.796 2.6263 -1.8058 0.2636 1.0120
S -4.090 0.016 -3.388 -0.9850 2.3536 -5.3937 1.5852
O -5.477 0.262 -3.757 1.2199 -1.3481 2.1938 -0.6347
O -3.231 0.635 -4.410 -0.0671 -1.6677 2.5061 -0.6052
F -3.803 -1.595 -3.465 -0.2309 2.1906 1.0072 -0.2459
H 0.216 -1.110 1.356 -0.0262 -0.9084 -1.2297 -0.3288
H 1.165 -1.158 -0.204 -1.0509 -0.6144 0.6521 0.2677
H 0.307 -2.700 0.327 0.0167 1.0813 0.2716 0.2442
H -1.731 -1.082 -2.272 0.3351 -0.4549 -0.3681 0.2221
H -2.383 -1.090 1.119 0.2013 0.6982 -1.1221 0.5181
H -1.765 0.517 0.612 -0.4690 -1.1112 -0.6766 0.4483
H -3.812 0.703 1.373 -0.5282 -0.8463 -0.3130 0.3197
H -2.931 3.904 -0.311 -0.0405 -0.8865 -1.0849 0.6450
H -2.080 2.327 -0.440 -0.8428 0.8400 -0.5994 -0.5826
H -2.272 2.940 -3.228 0.3025 0.8523 1.0687 0.2310
H -1.888 4.594 -2.489 -0.4156 -1.3641 0.2782 0.4923
H 0.276 3.538 -3.017 -0.9349 -0.6183 0.6575 0.3551
H -0.336 1.909 -2.373 0.4526 1.2428 0.2190 0.2767
H -0.060 2.668 -0.039 0.3610 0.9283 -0.8850 -0.0416
H 0.098 4.423 -0.437 0.1771 -0.9289 -0.6837 0.4060
H 2.300 4.121 -0.954 -0.3558 -0.4033 -0.2138 0.3526
H 3.914 2.004 -3.293 -1.0352 0.5432 0.2644 0.3172
H 3.548 3.714 -2.699 -0.4107 -1.0989 -0.7477 0.3023
H 2.317 2.868 -3.789 1.0224 -0.2052 0.6732 0.2069
H -2.447 0.879 -1.968 -1.4631 -0.0169 -0.4226 -1.0935
C 0.749 -0.463 5.799 -0.2103 -0.2754 0.8340 0.2182
C 1.854 0.335 5.177 0.5679 -0.3059 0.0257 0.2820
O 1.567 0.248 3.794 -0.6996 0.2745 0.1770 -0.2361
C 0.217 0.107 3.706 -0.4549 -0.0475 -0.3209 0.5566
O -0.408 0.269 2.700 0.0840 0.1305 0.5554 -0.5726
O -0.333 -0.233 4.898 0.3166 0.3095 -0.6727 -0.3388
F 3.060 -0.236 5.407 0.1087 0.1482 -0.0043 -0.2453
H 0.969 -1.530 5.834 0.1325 0.1522 -0.0554 -0.2511
H 0.504 -0.122 6.804 -0.2122 0.0416 -0.1633 0.2910
H 1.880 1.385 5.482 0.1881 -0.0413 -0.0541 0.2362
C -4.634 7.132 -5.565 -0.5221 0.3844 -0.5121 -0.4583
C -4.162 5.837 -4.978 0.3696 -0.4309 -0.3399 0.5288
O -3.265 6.250 -3.965 -0.5936 0.3518 0.0118 -0.1854
C -3.714 7.472 -3.553 0.2421 0.6572 0.7688 0.5892
O -3.375 8.002 -2.544 -0.0588 -0.2122 -0.4376 -0.5224
O -4.603 8.003 -4.438 0.3442 -0.4111 0.2837 -0.3359
F -3.476 5.108 -5.891 0.0005 -0.1665 0.0477 -0.3336
H -3.961 7.512 -6.338 0.1008 -0.2083 0.0672 0.2791
H -5.639 7.061 -5.980 0.0049 0.1333 0.2006 0.3137
H -4.955 5.227 -4.539 0.1223 -0.0783 -0.1036 0.1182
C 3.028 -5.657 5.481 0.2405 -0.8264 0.1237 -0.4664
C 3.539 -4.272 5.230 0.5010 0.1986 -0.6364 0.2970
O 2.365 -3.482 5.292 -0.1571 -0.3962 0.6256 -0.1811
C 1.525 -4.138 6.142 -0.7452 0.0005 0.3286 0.5921
O 0.561 -3.643 6.640 0.3462 -0.1831 -0.2417 -0.5271
O 1.927 -5.419 6.356 -0.0804 0.6851 -0.1333 -0.3689
F 4.066 -4.162 3.992 -0.0275 0.1587 -0.0316 -0.2537
H 2.669 -6.144 4.571 0.0745 0.2247 -0.0756 0.2627
H 3.774 -6.297 5.950 -0.1713 0.0732 0.1489 0.3068
H 4.260 -3.918 5.971 0.0649 0.0390 -0.1767 0.2631
C 8.421 -4.027 2.087 0.7166 0.3387 -0.2923 -0.4487
C 7.040 -4.462 1.705 -0.1559 -0.2489 -0.3911 0.3213
O 6.549 -5.059 2.893 0.4378 0.6093 0.2938 -0.2517
C 7.188 -4.417 3.912 -0.1491 -0.0712 0.8193 0.6441
O 6.844 -4.457 5.054 0.1251 -0.0779 -0.4290 -0.5323
O 8.267 -3.716 3.468 -0.5488 -0.2971 0.1105 -0.3095
F 7.078 -5.407 0.731 -0.1640 -0.0593 -0.1064 -0.3306
H 9.160 -4.825 1.974 -0.1870 -0.0930 -0.0581 0.2593
H 8.755 -3.157 1.523 -0.0517 0.0555 0.2324 0.2850
H 6.378 -3.647 1.403 0.0028 -0.2365 -0.0782 0.3959
C 2.593 -5.783 -0.919 -0.5821 -0.5136 0.3898 -0.4259
C 3.578 -5.696 -2.045 -0.2365 0.1603 -0.6595 0.3171
O 4.173 -4.428 -1.851 0.0659 -0.3721 0.6686 -0.2984
C 4.110 -4.193 -0.511 0.2422 0.6686 0.4410 0.6510
O 4.744 -3.356 0.052 -0.3214 -0.2584 -0.2498 -0.5644
O 3.240 -5.037 0.107 0.4156 0.2660 -0.3563 -0.2304
F 2.951 -5.703 -3.245 0.1208 -0.0833 -0.0902 -0.2906
H 1.636 -5.314 -1.162 0.1400 0.0369 -0.2187 0.2747
H 2.410 -6.810 -0.603 0.1235 0.1250 0.1743 0.2842
H 4.350 -6.470 -2.029 -0.0396 0.0290 -0.1574 0.2620